Record 1
The following is a quantum chemistry calculation of a 2-piece molecular cluster, C5H13N3 overall, from the OMol25 dataset.

```
21
Properties=species:S:1:pos:R:3:forces:R:3:lowdin_charge:R:1
C 0.345 -1.659 -0.384 -0.1 0.3 -0.3 -0.32
C 1.587 -1.483 0.442 0.0 0.0 0.0 -0.09
N 0.340 -1.282 -1.691 0.0 -0.1 0.3 0.04
H 1.073 -0.599 -1.876 0.0 0.0 0.1 0.09
H -0.613 -0.751 -1.931 -0.2 0.1 0.1 0.06
H -0.262 -2.542 -0.172 0.0 0.0 0.0 0.12
H -0.751 -0.777 0.203 0.2 0.0 0.0 0.10
H 1.949 -0.453 0.380 0.0 0.0 0.0 0.08
H 1.405 -1.721 1.490 0.0 0.0 0.0 0.07
H 2.387 -2.142 0.088 -0.1 0.0 0.0 0.08
C -0.247 1.235 1.777 0.0 0.0 0.0 -0.05
C -0.588 1.255 0.314 0.1 0.1 -0.2 -0.42
C -0.229 2.227 -0.527 -0.1 -0.2 0.1 0.05
N -1.433 0.162 -0.068 -0.1 -0.2 -0.3 -0.15
N -1.754 0.127 -1.360 0.3 0.0 0.3 -0.05
H -2.506 -0.565 -1.429 0.1 0.0 0.0 0.06
H 0.478 2.011 2.019 0.0 0.0 0.0 0.08
H -1.147 1.400 2.374 0.0 0.0 0.0 0.08
H 0.167 0.272 2.084 0.0 0.0 0.0 0.06
H 0.356 3.067 -0.176 0.0 0.0 0.0 0.06
H -0.557 2.217 -1.556 0.0 0.0 0.0 0.05
```
Forces are in eV/Å.

Relative energy (zero: lowest compared OMol25 entry of this formula, charge and spin) = 383.0 kJ/mol
LUMO level (alpha / beta) = 0.1380 / 0.1383 eV
E_HOMO (alpha / beta) = -7.946 / -7.946 eV

---

Record 2
The following is a quantum chemistry calculation of the molecule C5H13N3, from the OMol25 dataset.

```
21
Properties=species:S:1:pos:R:3:forces:R:3:lowdin_charge:R:1
C -1.861 0.644 -0.861 1.0 0.6 -0.7 -0.30
C -0.870 1.267 0.120 0.3 -0.2 0.6 -0.21
C -0.152 0.277 1.045 2.3 1.2 0.3 -0.21
C 0.502 -0.924 0.397 -2.0 -1.9 -1.4 -0.24
N 1.419 -0.636 -0.750 0.7 1.1 0.4 -0.03
C 2.608 -0.078 -0.147 -0.1 -0.8 2.7 -0.31
N 3.623 -0.834 0.202 -1.0 2.3 -3.8 0.07
N -2.889 -0.259 -0.369 0.3 -0.1 0.0 0.00
H -2.288 1.473 -1.434 -0.4 -0.2 0.0 0.11
H -1.204 0.121 -1.590 -0.7 -0.1 0.3 0.11
H -1.260 2.063 0.751 -0.7 -0.1 0.2 0.10
H -0.066 1.823 -0.376 -0.3 -0.4 -0.7 0.10
H -0.649 0.037 1.982 -0.3 -0.3 -0.2 0.11
H 0.733 0.889 1.325 -0.6 -0.3 0.7 0.09
H -0.302 -1.559 -0.039 0.1 0.5 -0.3 0.11
H 0.926 -1.720 1.022 0.5 0.9 0.8 0.12
H 1.703 -1.556 -1.070 -0.1 -0.1 -0.3 0.10
H 2.518 0.935 0.248 -0.5 0.0 0.1 0.11
H 3.521 -1.096 -0.844 1.2 -2.5 1.3 0.07
H -3.556 0.165 0.263 0.1 0.2 0.0 0.07
H -2.455 -1.030 0.126 -0.1 0.0 0.0 0.05
```
Forces are in eV/Å.

Relative energy (zero: lowest compared OMol25 entry of this formula, charge and spin) = 311.8 kJ/mol
LUMO level = 0.8817 eV
E_HOMO = -9.061 eV

---

Record 3
The following is a quantum chemistry calculation of the molecule C5H13N3O, from the OMol25 dataset.

```
22
Properties=species:S:1:pos:R:3:forces:R:3:lowdin_charge:R:1
C 0.182 0.372 -1.701 -0.6 1.2 2.2 -0.13
C 0.301 -1.033 -1.295 -1.5 -1.0 3.5 -0.08
C -0.543 -1.137 0.393 0.8 -2.9 -2.0 -0.20
C -2.028 -1.388 0.188 0.1 0.0 -0.1 -0.13
N 1.014 1.375 0.423 -1.0 -0.5 0.6 -0.23
C -0.179 0.963 -0.267 1.5 4.3 -3.7 -0.50
N 2.149 0.562 0.341 0.0 -0.2 -0.1 0.06
N 0.815 1.954 1.700 0.0 0.1 0.0 0.06
O -1.220 1.594 -0.104 0.6 -1.5 0.9 0.04
H 2.218 -0.044 1.160 0.0 0.2 -0.1 0.09
H 2.970 1.162 0.321 -0.2 -0.1 0.1 0.09
H 0.486 2.904 1.544 0.0 -0.2 0.1 0.08
H 0.066 1.462 2.191 0.0 0.1 -0.1 0.07
H 1.112 0.811 -2.047 -0.1 0.1 -0.3 0.10
H -0.676 0.584 -2.329 0.1 0.1 -0.2 0.11
H 1.311 -1.340 -1.047 -0.1 -0.2 -0.4 0.08
H -0.320 -1.738 -1.845 0.4 -0.2 0.1 0.09
H -0.394 -0.621 1.346 0.4 0.9 -0.6 0.09
H -0.031 -2.072 0.633 -0.3 -0.4 0.1 0.08
H -2.541 -0.463 -0.065 -0.1 0.1 0.1 0.07
H -2.479 -1.814 1.085 -0.1 0.1 0.1 0.07
H -2.213 -2.093 -0.623 0.1 -0.1 0.0 0.07
```
Forces are in eV/Å.

Relative energy (zero: lowest compared OMol25 entry of this formula, charge and spin) = 454.2 kJ/mol
LUMO level = 0.9513 eV
E_HOMO = -9.046 eV

---

Record 4
The following is a quantum chemistry calculation of a 2-piece molecular cluster, C5H13N3O2 overall, from the OMol25 dataset.

```
23
Properties=species:S:1:pos:R:3:forces:R:3:lowdin_charge:R:1
C 0.383 0.425 -2.275 1.9 0.8 5.8 -0.05
C 0.397 -0.319 -3.472 0.0 -1.0 -2.4 -0.62
O -0.801 -0.132 -4.078 -2.5 -1.8 -1.0 0.04
O 1.269 -0.989 -3.952 -0.1 -0.2 0.3 0.12
H 0.425 1.506 -2.263 -0.7 0.3 -0.9 0.09
H 1.298 0.266 -1.596 -1.0 -0.2 -1.7 0.07
H -0.439 0.102 -1.575 0.4 0.5 -1.1 0.11
C -1.101 0.098 2.185 -3.2 0.2 -0.5 -0.34
C -1.649 -1.197 2.794 -2.7 -0.4 -0.8 -0.12
C 0.810 0.465 0.851 1.5 -1.4 -2.3 -0.56
N -0.019 -0.268 1.411 0.7 -0.8 -0.3 0.03
N 1.949 -0.224 0.257 2.4 -3.1 1.8 -0.01
N 0.775 1.807 0.504 1.0 -1.5 -0.9 0.16
H -2.031 0.519 1.581 2.0 -0.2 0.9 0.15
H -0.781 0.826 2.904 -0.2 0.6 0.8 0.10
H -2.149 -1.061 3.772 0.2 0.0 -0.5 0.06
H -0.926 -1.999 2.846 0.4 0.1 0.1 0.05
H -1.293 -0.981 -4.358 1.7 1.8 0.3 0.17
H 1.708 -1.244 -0.144 0.1 3.1 1.4 0.14
H 2.598 -0.523 1.148 -1.9 1.1 -2.8 0.14
H 1.645 2.211 0.172 -0.1 -0.4 0.2 0.11
H 0.405 2.273 1.250 -1.4 2.2 2.0 0.05
H -2.474 -1.560 2.038 1.5 0.4 1.6 0.10
```
Forces are in eV/Å.

Relative energy (zero: lowest compared OMol25 entry of this formula, charge and spin) = 269.0 kJ/mol
LUMO level = 0.6185 eV
E_HOMO = -9.115 eV

---

Record 5
The following is a quantum chemistry calculation of a 2-piece molecular cluster, C5H13NO overall, from the OMol25 dataset.

```
20
Properties=species:S:1:pos:R:3:forces:R:3:lowdin_charge:R:1
C -1.243 1.160 -0.139 1.1 0.2 -1.6 -0.39
C -0.860 0.368 -1.381 2.5 -1.0 -0.7 -0.25
C 0.315 -0.791 -1.174 -0.8 4.6 1.0 -0.32
C -0.261 -2.922 -0.178 1.3 -1.6 2.8 -0.06
C 0.066 -1.624 -0.022 -0.2 -2.4 -0.5 -0.28
N -0.007 1.741 0.482 -0.1 0.5 -0.5 -0.07
H -1.938 1.897 -0.583 0.6 0.6 0.7 0.08
H -1.915 0.631 0.511 0.3 -0.7 0.6 0.07
H -0.518 1.015 -2.292 -0.5 -0.7 1.8 0.08
H -1.657 -0.247 -1.741 -1.0 -0.3 -0.3 0.07
H 0.240 -1.214 -2.111 0.3 -1.7 -1.8 0.05
H 1.337 -0.315 -1.032 -0.9 -0.2 -0.4 0.05
H -0.078 -3.725 0.688 -0.8 2.0 -1.6 0.07
H -0.392 -3.424 -1.122 -0.2 0.3 -0.4 0.02
H 0.338 -1.231 0.941 -0.1 0.1 0.4 0.07
H 0.096 2.627 -0.073 0.8 -1.0 0.8 -0.01
H 0.902 1.136 0.390 -2.3 1.4 -0.2 0.03
H 2.287 2.237 2.560 -0.7 0.0 -0.5 -0.03
H 1.191 1.137 3.081 1.4 1.2 -0.5 0.02
O 2.097 1.545 3.195 -0.8 -1.2 1.0 -0.21
```
Forces are in eV/Å.

Net charge = -1
Relative energy (zero: lowest compared OMol25 entry of this formula, charge and spin) = 261.3 kJ/mol
LUMO level (alpha / beta) = 3.9973 / 3.8251 eV
E_HOMO (alpha / beta) = 1.094 / -5.516 eV
Spin multiplicity = 2

---

Record 6
The following is a quantum chemistry calculation of the molecule C5H13NO, from the OMol25 dataset.

```
20
Properties=species:S:1:pos:R:3:forces:R:3:lowdin_charge:R:1
C -1.305 -0.239 0.249 -0.1 0.3 -0.1 -0.44
C 2.135 0.482 -0.091 -2.4 -1.2 -0.5 -0.11
C -1.393 1.238 0.642 0.0 -0.2 0.0 -0.07
C -2.668 -0.780 -0.183 0.2 0.0 0.1 -0.07
C 3.207 -0.529 -0.023 -1.0 -1.8 -0.2 -0.12
N -0.363 -0.490 -0.842 -0.1 0.2 0.0 -0.07
O 0.951 -0.676 -0.443 1.0 1.3 0.3 -0.25
H -0.405 0.224 -1.567 0.0 0.0 0.1 0.12
H -0.949 -0.821 1.105 0.1 0.0 -0.2 0.14
H 1.850 0.936 0.859 0.0 0.1 -0.3 0.09
H 2.151 1.147 -0.956 -0.1 0.0 0.3 0.10
H -1.786 1.827 -0.189 0.0 0.0 -0.1 0.08
H -0.410 1.628 0.905 0.0 0.0 0.1 0.06
H -2.065 1.368 1.490 0.0 0.1 0.1 0.07
H -2.586 -1.831 -0.451 0.0 0.0 0.0 0.07
H -3.039 -0.230 -1.048 -0.1 0.0 -0.1 0.07
H -3.390 -0.679 0.625 -0.1 0.1 0.0 0.07
H 3.945 -0.454 -0.818 0.1 0.0 0.2 0.07
H 2.501 -1.443 -0.236 2.0 0.8 0.3 0.12
H 3.619 -0.678 0.971 0.3 0.2 -0.1 0.07
```
Forces are in eV/Å.

Relative energy (zero: lowest compared OMol25 entry of this formula, charge and spin) = 356.8 kJ/mol
LUMO level = 1.0919 eV
E_HOMO = -8.403 eV

---

Please write out number 6 again, unchanged.
The following is a quantum chemistry calculation of the molecule C5H13NO, from the OMol25 dataset.

```
20
Properties=species:S:1:pos:R:3:forces:R:3:lowdin_charge:R:1
C -1.305 -0.239 0.249 -0.1 0.3 -0.1 -0.44
C 2.135 0.482 -0.091 -2.4 -1.2 -0.5 -0.11
C -1.393 1.238 0.642 0.0 -0.2 0.0 -0.07
C -2.668 -0.780 -0.183 0.2 0.0 0.1 -0.07
C 3.207 -0.529 -0.023 -1.0 -1.8 -0.2 -0.12
N -0.363 -0.490 -0.842 -0.1 0.2 0.0 -0.07
O 0.951 -0.676 -0.443 1.0 1.3 0.3 -0.25
H -0.405 0.224 -1.567 0.0 0.0 0.1 0.12
H -0.949 -0.821 1.105 0.1 0.0 -0.2 0.14
H 1.850 0.936 0.859 0.0 0.1 -0.3 0.09
H 2.151 1.147 -0.956 -0.1 0.0 0.3 0.10
H -1.786 1.827 -0.189 0.0 0.0 -0.1 0.08
H -0.410 1.628 0.905 0.0 0.0 0.1 0.06
H -2.065 1.368 1.490 0.0 0.1 0.1 0.07
H -2.586 -1.831 -0.451 0.0 0.0 0.0 0.07
H -3.039 -0.230 -1.048 -0.1 0.0 -0.1 0.07
H -3.390 -0.679 0.625 -0.1 0.1 0.0 0.07
H 3.945 -0.454 -0.818 0.1 0.0 0.2 0.07
H 2.501 -1.443 -0.236 2.0 0.8 0.3 0.12
H 3.619 -0.678 0.971 0.3 0.2 -0.1 0.07
```
Forces are in eV/Å.

Relative energy (zero: lowest compared OMol25 entry of this formula, charge and spin) = 356.8 kJ/mol
LUMO level = 1.0919 eV
E_HOMO = -8.403 eV

---

Among the records above, which one has the lowest relative energy (zero: lowest compared OMol25 entry of this formula, charge and spin)? number 5

---

The lowest relative energy (zero: lowest compared OMol25 entry of this formula, charge and spin) belongs to which entry? number 5